(1)
ORCA calculation (wB97M-V/def2-TZVPD) on C31H48Cl2NP2PbS2 as an isolated structure in a non-equilibrium geometry.

ORCA input file:
```
! wB97M-V def2-TZVPD RIJCOSX def2/J DEFGRID3
* xyz -1 1
Pb 1.238 -0.886 1.013
C -0.021 -0.007 -4.658
C 0.941 0.494 -3.586
C 0.561 1.917 -3.186
P 1.007 -0.585 -2.024
C 2.208 -1.966 -2.534
C 3.607 -1.491 -2.136
C 2.229 -2.470 -3.974
C -0.657 -1.321 -2.065
C -1.128 -2.437 -2.728
C -2.480 -2.761 -2.707
C -3.009 -3.932 -3.491
C -3.342 -1.963 -1.957
C -2.892 -0.870 -1.256
C -1.535 -0.503 -1.310
N -0.968 0.515 -0.635
C -1.624 1.655 -0.365
C -2.604 2.203 -1.230
C -3.176 3.425 -0.985
C -2.817 4.183 0.131
C -3.486 5.502 0.410
C -1.842 3.679 0.977
C -1.255 2.438 0.765
P 0.006 1.663 1.819
C -0.623 1.672 3.595
C -1.449 2.853 4.095
C -1.454 0.394 3.736
C 1.470 2.843 1.818
C 1.825 3.105 0.359
C 1.376 4.157 2.581
H 0.019 0.658 -5.523
H -1.037 -0.010 -4.267
H 0.216 -1.014 -4.988
H 1.970 0.496 -3.976
H -0.418 1.924 -2.713
H 0.522 2.558 -4.069
H 1.280 2.332 -2.483
H 1.941 -2.802 -1.872
H 3.900 -0.606 -2.700
H 4.342 -2.274 -2.321
H 3.632 -1.239 -1.077
H 2.524 -1.674 -4.654
H 1.260 -2.849 -4.287
H 2.948 -3.287 -4.063
H -0.454 -3.079 -3.274
H -2.262 -4.722 -3.563
H -3.277 -3.633 -4.507
H -3.906 -4.332 -3.018
H -4.394 -2.218 -1.928
H -3.576 -0.290 -0.650
H -2.881 1.641 -2.115
H -3.918 3.813 -1.674
H -4.494 5.513 -0.005
H -2.933 6.332 -0.037
H -3.553 5.679 1.484
H -1.556 4.276 1.830
H 0.286 1.572 4.207
H -2.376 2.938 3.531
H -0.902 3.788 4.029
H -1.703 2.683 5.142
H -2.277 0.400 3.020
H -1.865 0.304 4.742
H -0.845 -0.485 3.535
H 2.272 2.248 2.274
H 1.064 3.730 -0.104
H 1.880 2.168 -0.195
H 2.786 3.614 0.290
H 0.574 4.782 2.197
H 2.312 4.699 2.448
H 1.237 3.992 3.645
Cl -1.698 -3.311 0.844
C -1.484 -4.710 -0.230
Cl 0.172 -4.845 -0.827
H -2.134 -4.558 -1.091
H -1.724 -5.613 0.327
C 2.933 -4.500 3.852
C 2.671 -3.199 3.144
S 1.698 -3.368 1.701
C 3.128 -2.043 3.650
C 3.902 -2.022 4.941
S 2.833 -0.437 2.979
H 2.575 -5.329 3.245
H 2.415 -4.511 4.813
H 3.998 -4.632 4.044
H 4.839 -2.578 4.856
H 3.317 -2.484 5.741
H 4.116 -0.995 5.228
*
```

Output
E = -3857.19095 a.u.
highest occupied orbital energy = -0.125 hartree

(2)
ORCA calculation (wB97M-V/def2-TZVPD) on C31H48Cl3InN4O4Si as an isolated structure in a non-equilibrium geometry.

ORCA input file:
```
! wB97M-V def2-TZVPD RIJCOSX def2/J DEFGRID3
* xyz 0 1
C -1.640 -1.910 -4.169
C -1.195 -2.764 -3.026
H -1.762 -2.474 -5.101
H -0.915 -1.101 -4.331
H -2.601 -1.431 -3.936
C -0.718 -4.016 -3.181
C -0.536 -4.689 -4.501
H -0.501 -4.644 -2.316
H -0.357 -3.970 -5.315
H -1.404 -5.310 -4.781
H 0.327 -5.370 -4.442
In -0.141 0.916 -0.944
Cl -2.486 1.329 -1.222
Cl 1.300 2.575 -1.878
H 0.702 5.312 3.081
H -1.405 6.276 2.416
C 0.842 4.732 2.161
C -1.203 5.931 1.395
N -0.425 4.696 1.438
H 1.164 3.709 2.395
C -0.793 3.594 0.784
O -0.103 2.536 0.800
H -2.153 5.743 0.881
H -1.739 3.651 0.227
H 1.618 5.232 1.559
H -0.657 6.725 0.870
H 1.729 -1.082 -3.418
H 2.315 -3.685 -2.234
C 2.711 -0.884 -2.963
C 3.205 -3.100 -1.953
N 2.890 -1.694 -1.770
H 2.787 0.179 -2.726
C 2.726 -1.173 -0.540
O 2.254 -0.045 -0.323
H 3.606 -3.500 -1.015
H 3.065 -1.859 0.269
H 3.492 -1.187 -3.669
H 3.954 -3.201 -2.747
O -0.171 -1.109 -1.721
C -1.194 -2.052 -1.684
C 0.165 -3.435 -0.035
C -1.081 -3.029 -0.501
H 1.049 -2.932 -0.446
C 0.264 -4.484 0.887
H -2.173 -1.559 -1.586
C -2.240 -3.614 0.027
H 1.250 -4.825 1.218
C -0.893 -5.099 1.384
C -2.152 -4.655 0.954
H -3.210 -3.251 -0.323
H -0.832 -5.903 2.122
H -3.068 -5.109 1.356
Si -0.614 3.710 -4.257
Cl -0.821 1.592 -4.220
C 1.151 4.291 -4.511
C -1.750 4.340 -2.904
C -1.195 4.532 -5.881
H 1.898 3.764 -3.928
H 1.196 5.359 -4.265
H 1.415 4.178 -5.573
H -0.489 4.318 -6.696
H -1.208 5.628 -5.752
H -2.198 4.206 -6.182
H -1.804 3.638 -2.063
H -2.765 4.409 -3.326
H -1.472 5.336 -2.530
C 1.189 -0.046 5.862
N 1.160 0.253 4.444
N 0.174 -0.144 3.631
C 0.508 0.145 2.303
O -0.252 -0.105 1.337
C 1.800 0.754 2.403
C 2.166 0.792 3.727
C 3.396 1.315 4.368
C -0.919 -0.913 4.124
C -1.685 -0.415 5.177
C -2.627 -1.244 5.777
C -2.832 -2.554 5.305
C -2.084 -3.019 4.212
C -1.150 -2.188 3.613
H 0.352 0.433 6.382
H 2.124 0.357 6.257
H 1.167 -1.127 6.059
H 2.388 1.045 1.555
H 3.178 2.097 5.113
H 3.975 0.527 4.877
H 4.038 1.758 3.594
H -1.515 0.605 5.535
H -3.197 -0.868 6.620
H -3.569 -3.202 5.785
H -2.244 -4.035 3.844
H -0.550 -2.514 2.759
*
```

Output
E = -3590.39090 a.u.
highest occupied orbital energy = -0.291 hartree

The calculation returns the following ΔE to the lowest compared entry with this formula, charge and spin values, one per record and in order: 53.3 84.2 kJ/mol.